No. 1
{
  "formula": "C4H3ClN2O",
  "method": "the ωB97M-V functional and the def2-TZVPD basis",
  "smiles": "[H]/N=C1\\N=CO\\C1=C/Cl",
  "relative_energy_kj_mol": 119.90,
  "fmax_ev_per_a": 1.50,
  "homo_ev": -9.25,
  "symbols": ["H", "N", "C", "N", "C", "O", "C", "C", "Cl", "H", "H"],
  "xyz": [[-0.05416, -2.06216, -1.86209], [0.25712, -1.08448, -1.75632], [-0.07001, -0.70148, -0.58985], [-0.75912, -1.49740, 0.36240], [-0.83128, -0.81032, 1.43902], [-0.23534, 0.42392, 1.40304], [0.15376, 0.55488, 0.08972], [0.75873, 1.59805, -0.43327], [1.03755, 3.04364, 0.39099], [-1.28743, -1.04783, 2.42893], [1.03017, 1.58319, -1.47257]],
  "lowdin_charge": [0.069, 0.166, -0.398, 0.137, -0.133, 0.039, -0.324, -0.496, 0.697, 0.158, 0.086]
}

=====

No. 2
{
  "formula": "C4H3ClN2S",
  "method": "the ωB97M-V functional and the def2-TZVPD basis",
  "smiles": "N#C/C(Cl)=N\\[C@H]1CS1",
  "relative_energy_kj_mol": 206.80,
  "fmax_ev_per_a": 3.17,
  "homo_ev": -9.40,
  "symbols": ["N", "C", "C", "Cl", "N", "C", "C", "S", "H", "H", "H"],
  "xyz": [[-1.87607, 2.11916, -0.91977], [-1.75918, 1.09287, -0.43884], [-1.60334, -0.24586, 0.04307], [-2.95058, -1.28394, 0.11707], [-0.55045, -0.79345, 0.51501], [0.76152, -0.38108, 0.76160], [1.60859, -0.11085, -0.40064], [1.71755, 1.30239, 0.72653], [1.28725, -0.94408, 1.52502], [2.42893, -0.71835, -0.65654], [0.93578, -0.03682, -1.27252]],
  "lowdin_charge": [0.202, -0.217, -0.757, 0.741, 0.038, -0.553, -0.475, 0.778, 0.098, 0.060, 0.086]
}

=====

No. 3
{
  "formula": "C4H3ClO",
  "method": "the ωB97M-V functional and the def2-TZVPD basis",
  "smiles": "O=C(Cl)C1=CC1",
  "relative_energy_kj_mol": 287.51,
  "fmax_ev_per_a": 6.65,
  "homo_ev": -10.07,
  "symbols": ["O", "C", "Cl", "C", "C", "C", "H", "H", "H"],
  "xyz": [[-1.45509, -0.88254, 2.27310], [-0.96833, -0.96335, 1.19055], [-0.71444, -2.50059, 0.27471], [-0.07614, 0.21890, 0.36280], [0.29095, 1.42939, -0.13944], [0.74426, 0.18996, -0.96721], [0.07722, 2.42527, -0.15607], [0.32312, 0.06264, -1.99997], [1.77845, 0.02032, -0.83847]],
  "lowdin_charge": [0.059, -0.674, 0.615, -0.116, 0.037, -0.128, 0.055, 0.098, 0.052]
}

=====

No. 4
{
  "formula": "C4H3ClOS2",
  "method": "the ωB97M-V functional and the def2-TZVPD basis",
  "smiles": "S=CO/C(C=S)=C/Cl",
  "relative_energy_kj_mol": 323.12,
  "fmax_ev_per_a": 4.32,
  "homo_ev": -9.07,
  "symbols": ["S", "C", "O", "C", "C", "S", "C", "Cl", "H", "H", "H"],
  "xyz": [[3.32422, -0.80311, -0.02853], [1.74195, -0.61587, 0.24205], [0.96495, -0.10568, -0.83827], [-0.30274, 0.02183, -0.40551], [-0.59538, 1.44972, -0.00154], [0.53706, 2.69981, -0.12798], [-1.28094, -1.01307, -0.34696], [-2.88140, -0.58871, 0.00419], [1.23341, -0.69248, 1.36476], [-1.58631, 1.79368, 0.59809], [-1.15485, -2.14611, -0.46030]],
  "lowdin_charge": [0.710, -0.691, -0.174, -0.506, -0.555, 0.671, -0.473, 0.667, 0.158, 0.084, 0.108]
}

=====

No. 5
{
  "formula": "C4H3CsLiMgO2",
  "method": "the ωB97M-V functional and the def2-TZVPD basis",
  "relative_energy_kj_mol": 111.34,
  "fmax_ev_per_a": 3.47,
  "charge": 1,
  "homo_ev": [-11.41, -9.36],
  "symbols": ["C", "O", "Li", "Cs", "H", "C", "C", "C", "O", "Mg", "H", "H"],
  "xyz": [[0.31407, 1.06800, -0.62853], [1.47691, 0.62475, -0.09791], [2.25683, 0.52825, -2.23731], [0.90214, 1.44515, 3.09051], [-0.00696, 1.68915, -1.56131], [-0.95048, 0.66046, -0.27235], [-1.12618, -0.24183, 0.89588], [-0.83624, -1.55602, 0.81478], [-0.35287, -2.22899, -0.30410], [1.05791, -1.06267, -0.80994], [-1.78702, 1.30394, -0.56614], [-0.94811, -2.23020, 1.67641]],
  "lowdin_charge": [-0.458, -0.423, 0.637, 0.986, 0.143, -0.152, -0.052, -0.326, -0.289, 0.711, 0.113, 0.111]
}

=====

No. 6
{
  "formula": "C4H3DyO4",
  "method": "the ωB97M-V functional and the def2-TZVPD basis",
  "multiplicity": 6,
  "relative_energy_kj_mol": 145.28,
  "fmax_ev_per_a": 4.88,
  "s_squared": 9.384,
  "charge": 4,
  "homo_ev": [-28.55, -28.21],
  "symbols": ["O", "C", "Dy", "C", "C", "O", "C", "O", "O", "H", "H", "H"],
  "xyz": [[2.60240, -0.78303, -0.61610], [2.46378, -1.79123, -1.12450], [2.96464, 1.34754, 0.59130], [0.61851, 0.25593, 4.91515], [0.88569, 0.52463, 3.48800], [1.85557, -0.09469, 3.02515], [2.09196, -1.43774, 4.32845], [1.28381, -0.99129, 5.19146], [2.77480, -2.34005, 4.10931], [-0.45849, 0.14295, 5.11262], [1.06341, 1.03945, 5.55030], [0.19108, 1.07772, 2.84395]],
  "lowdin_spin": [-0.025, 0.066, 4.774, 0.014, 0.009, 0.080, -0.008, 0.001, 0.078, 0.000, 0.002, 0.008]
}

=====

No. 7
{
  "formula": "C4H3F",
  "method": "the ωB97M-V functional and the def2-TZVPD basis",
  "smiles": "C#CC(=C)F",
  "relative_energy_kj_mol": 58.70,
  "fmax_ev_per_a": 3.31,
  "homo_ev": -9.85,
  "symbols": ["C", "C", "C", "C", "F", "H", "H", "H"],
  "xyz": [[-2.10422, 0.25044, -0.01701], [-0.91008, 0.14175, -0.09768], [0.51561, 0.30207, -0.05364], [1.38432, -0.66315, 0.00515], [0.81977, 1.73246, -0.00662], [-3.22393, 0.31018, 0.16890], [1.15897, -1.66973, 0.04795], [2.35957, -0.40402, -0.04706]],
  "lowdin_charge": [0.123, -0.091, -0.291, 0.101, -0.025, 0.073, 0.065, 0.045]
}

=====

No. 8
{
  "formula": "C4H3F3",
  "method": "the ωB97M-V functional and the def2-TZVPD basis",
  "relative_energy_kj_mol": 234.04,
  "fmax_ev_per_a": 2.39,
  "homo_ev": [-9.03, -9.03],
  "symbols": ["C", "C", "C", "C", "F", "F", "F", "H", "H", "H"],
  "xyz": [[0.17562, -0.26978, -0.09236], [0.59174, -1.65285, -0.01518], [0.96984, 0.78544, -0.23981], [-1.32024, 0.01749, 0.11137], [1.81787, -1.86336, 0.45189], [2.25652, 0.81839, -0.40427], [0.53099, 2.04981, -0.18898], [-1.50749, 0.92335, 0.63450], [-1.77693, -0.86815, 0.62236], [-1.73791, 0.05965, -0.87952]],
  "lowdin_charge": [-0.246, 0.023, -0.318, -0.041, 0.015, 0.189, 0.141, 0.066, 0.093, 0.077]
}